<1>
The following is a DFT calculation (ωB97M-V with the def2-TZVPD basis set) of a 13-piece molecular cluster, C68H137F15O34 overall.

XYZ file:
```
254
Properties=species:S:1:pos:R:3:mulliken_charge:R:1
C 0.936 5.763 0.609 -0.21
C 1.926 6.430 1.605 -0.09
O 2.827 7.208 0.879 -0.30
C 3.905 6.661 0.497 0.32
O 4.165 5.504 0.539 -0.27
C 4.814 7.727 -0.209 0.73
F 6.074 7.247 -0.232 -0.23
F 4.386 7.962 -1.464 -0.25
F 4.859 8.948 0.404 -0.26
H 0.368 5.032 1.209 0.16
H 1.529 5.166 -0.127 -0.44
H 0.338 6.547 0.162 0.54
H 2.541 5.608 2.148 -0.15
H 1.401 7.155 2.286 0.37
C 6.405 -5.960 -2.599 -0.67
C 7.340 -5.115 -1.762 -0.40
O 7.356 -3.682 -2.088 -0.30
C 6.348 -2.957 -1.683 -0.01
O 5.407 -3.177 -0.967 -0.26
C 6.648 -1.514 -2.219 1.05
F 6.555 -1.517 -3.568 -0.28
F 5.785 -0.578 -1.772 -0.18
F 7.861 -1.060 -1.859 -0.30
H 6.621 -5.860 -3.670 0.34
H 5.387 -5.720 -2.358 -0.02
H 6.605 -6.970 -2.205 0.37
H 8.417 -5.295 -1.964 0.34
H 7.132 -5.212 -0.705 0.32
C 3.493 -5.392 1.182 -1.33
C 2.282 -4.686 0.596 0.10
O 1.917 -5.247 -0.718 0.53
C 1.774 -6.541 -0.777 0.08
O 1.617 -7.337 0.130 -0.57
C 1.542 -6.923 -2.255 0.70
F 0.268 -6.670 -2.574 -0.21
F 2.280 -6.217 -3.125 -0.23
F 1.730 -8.223 -2.551 -0.29
H 3.886 -4.745 1.957 0.36
H 4.229 -5.413 0.382 0.24
H 3.312 -6.356 1.603 0.47
H 2.620 -3.709 0.333 -0.30
H 1.365 -4.569 1.141 0.41
C -1.267 -3.467 3.396 0.21
C -2.113 -2.786 4.483 -0.86
O -2.387 -1.451 4.046 -0.18
C -1.684 -0.488 4.596 0.28
O -0.794 -0.540 5.416 -0.58
C -2.170 0.904 4.064 0.86
F -3.153 0.797 3.197 -0.18
F -2.554 1.744 5.023 -0.27
F -1.084 1.425 3.357 -0.13
H -1.596 -3.200 2.432 -0.22
H -1.432 -4.551 3.337 -0.06
H -0.242 -3.254 3.516 0.18
H -1.433 -2.656 5.276 0.51
H -3.022 -3.257 4.775 0.36
C 2.473 2.290 0.032 0.76
C 2.613 1.161 -0.884 1.06
O 1.951 -0.088 -0.541 0.10
C 0.642 -0.160 -0.560 -0.61
O -0.114 0.654 -1.001 -0.35
C 0.176 -1.420 0.140 0.29
F 0.607 -2.574 -0.462 -0.04
F 0.660 -1.330 1.349 -0.05
F -1.210 -1.487 0.247 0.17
H 1.446 2.453 0.170 0.59
H 2.945 3.119 -0.480 -0.37
H 2.961 2.200 1.005 -0.89
H 3.680 0.883 -0.926 -0.43
H 2.274 1.457 -1.868 -0.95
C 2.031 -2.566 5.819 -0.72
O 2.524 -2.334 4.550 -0.21
C 3.110 -1.101 4.191 -0.59
C 3.909 -1.375 2.897 0.08
O 4.740 -0.282 2.571 -0.20
C 5.378 -0.383 1.325 0.21
C 6.305 0.784 1.070 -1.43
O 5.594 1.939 0.920 0.78
C 6.465 2.958 0.391 -0.31
H 2.166 -3.608 6.000 0.29
H 0.964 -2.361 5.959 0.13
H 2.559 -1.930 6.519 0.38
H 3.727 -0.792 5.026 0.55
H 2.351 -0.275 4.007 0.16
H 3.174 -1.624 2.122 -0.12
H 4.610 -2.205 3.089 0.21
H 4.680 -0.643 0.542 -0.23
H 6.073 -1.261 1.256 0.30
H 6.881 0.591 0.199 0.58
H 6.990 0.837 1.928 0.32
H 7.249 3.143 1.100 0.37
H 5.869 3.823 0.336 -0.36
H 6.802 2.675 -0.608 0.15
C -8.515 6.171 0.312 -0.65
O -7.213 6.627 0.599 -0.34
C -6.294 5.598 0.724 -0.12
C -5.046 6.214 1.248 -0.55
O -4.127 5.133 1.251 -0.20
C -2.879 5.434 0.713 -0.98
C -2.342 4.111 0.172 1.16
O -3.063 3.700 -0.938 -0.48
C -3.010 2.270 -1.164 0.08
H -8.618 5.794 -0.762 0.27
H -9.244 6.921 0.654 0.27
H -8.767 5.230 0.882 0.25
H -6.014 5.027 -0.263 0.13
H -6.699 4.847 1.462 0.27
H -5.206 6.677 2.249 0.21
H -4.751 6.974 0.553 0.32
H -2.089 5.793 1.450 0.18
H -2.905 6.153 -0.072 0.54
H -2.352 3.368 0.967 0.13
H -1.231 4.292 -0.165 -0.61
H -3.541 1.974 -2.046 0.36
H -3.518 1.809 -0.303 0.29
H -2.004 1.760 -1.205 -0.43
C 5.864 2.058 5.797 -0.78
O 4.926 2.945 5.336 -0.40
C 4.880 2.934 3.875 0.35
C 3.952 3.975 3.409 0.30
O 4.338 5.323 3.347 0.08
C 4.432 6.007 4.594 -0.37
C 4.701 7.436 4.351 -0.50
O 4.916 8.101 5.585 -0.43
C 3.919 8.890 6.224 -0.61
H 5.604 1.823 6.828 0.31
H 6.910 2.523 5.855 0.27
H 5.941 1.146 5.276 0.29
H 4.534 1.976 3.469 -0.24
H 5.882 3.043 3.449 0.27
H 3.050 3.969 4.036 0.43
H 3.565 3.551 2.470 -0.62
H 5.192 5.610 5.254 0.23
H 3.439 5.996 4.996 0.28
H 3.969 7.924 3.767 0.34
H 5.605 7.521 3.803 0.26
H 3.226 9.271 5.435 0.30
H 4.536 9.739 6.613 0.22
H 3.390 8.408 7.084 0.22
C -0.127 3.118 -2.844 -0.25
O 1.241 3.428 -2.614 1.10
C 1.620 4.554 -3.408 -1.39
C 3.021 4.951 -2.992 0.50
O 4.008 4.068 -3.484 -0.16
C 5.311 4.480 -3.004 0.36
C 6.426 3.489 -3.381 -0.31
O 6.524 3.436 -4.801 -0.42
C 6.806 2.155 -5.305 -0.64
H -0.284 2.975 -3.912 -0.09
H -0.758 3.841 -2.420 0.85
H -0.348 2.180 -2.393 -0.85
H 0.965 5.399 -3.274 0.41
H 1.498 4.369 -4.467 0.33
H 2.983 4.976 -1.922 -0.65
H 3.295 5.934 -3.435 0.57
H 5.278 4.623 -1.863 -0.32
H 5.606 5.501 -3.386 0.28
H 6.254 2.490 -2.889 -0.16
H 7.375 3.794 -2.961 0.49
H 7.090 2.306 -6.318 0.34
H 5.922 1.502 -5.301 0.19
H 7.701 1.694 -4.858 0.30
C -2.057 -6.176 0.098 -0.49
O -2.401 -6.197 1.453 0.17
C -2.262 -7.451 2.071 -0.70
C -2.950 -7.354 3.363 -0.54
O -4.287 -7.182 3.073 -0.03
C -5.105 -6.978 4.156 -0.74
C -6.580 -7.164 3.832 -0.56
O -6.739 -8.470 3.224 -0.29
C -8.034 -8.605 2.747 -0.74
H -2.151 -5.059 -0.177 -0.33
H -2.710 -6.735 -0.546 0.41
H -1.022 -6.465 -0.112 0.26
H -1.239 -7.648 2.229 0.41
H -2.802 -8.208 1.443 0.33
H -2.591 -6.434 3.905 0.14
H -2.839 -8.292 3.860 0.43
H -4.923 -6.040 4.646 0.39
H -4.997 -7.719 4.938 0.37
H -6.869 -6.494 2.968 0.20
H -7.180 -6.994 4.659 0.56
H -8.665 -8.394 3.579 0.34
H -8.327 -9.643 2.328 0.22
H -8.228 -7.917 1.925 0.27
C -3.060 -0.142 -4.478 -0.69
O -2.695 -1.507 -4.467 -0.64
C -2.991 -1.953 -3.176 1.09
C -2.985 -3.455 -3.184 -0.37
O -4.204 -4.073 -3.662 -0.49
C -5.438 -3.817 -3.001 -0.50
C -5.388 -4.188 -1.463 0.07
O -5.274 -5.515 -1.031 -0.16
C -6.429 -6.344 -1.256 -0.79
H -4.093 -0.007 -4.383 0.55
H -2.667 0.237 -5.432 0.20
H -2.659 0.358 -3.622 0.08
H -3.960 -1.617 -2.857 -0.05
H -2.213 -1.576 -2.483 -0.19
H -2.788 -3.865 -2.151 -0.18
H -2.125 -3.680 -3.846 0.41
H -6.208 -4.416 -3.529 0.36
H -5.664 -2.754 -3.159 0.30
H -6.334 -3.856 -1.103 0.84
H -4.633 -3.554 -0.954 -0.60
H -6.894 -6.589 -0.301 0.09
H -6.142 -7.236 -1.773 0.32
H -7.153 -5.828 -1.861 0.41
C -5.099 -3.376 1.432 -1.46
O -4.170 -2.519 0.833 0.73
C -4.424 -1.108 1.012 0.19
C -5.591 -0.715 0.128 -0.26
O -6.858 -0.856 0.749 -0.46
C -7.880 -0.237 -0.036 -0.42
C -9.121 -0.057 0.751 -0.33
O -10.109 0.717 0.183 -0.32
C -11.212 0.804 1.028 -0.74
H -4.994 -4.420 1.241 0.20
H -6.147 -3.164 1.024 0.10
H -5.202 -3.253 2.465 0.52
H -3.460 -0.700 0.615 -0.72
H -4.660 -0.862 2.026 0.43
H -5.625 -1.384 -0.741 -0.25
H -5.433 0.317 -0.166 0.72
H -8.070 -0.828 -0.921 0.23
H -7.483 0.681 -0.462 0.33
H -8.829 0.275 1.820 0.24
H -9.571 -1.081 1.015 0.24
H -11.704 -0.159 1.218 0.33
H -11.887 1.579 0.596 0.24
H -10.951 1.111 2.078 0.31
C 0.277 1.731 -9.742 -0.67
O -0.115 2.154 -8.490 -0.31
C 0.976 2.177 -7.536 -0.88
C 0.555 2.291 -6.123 -0.50
O 0.161 0.993 -5.570 -0.32
C 1.149 0.422 -4.787 1.04
C 0.927 -1.092 -4.508 -0.69
O 1.782 -1.400 -3.395 0.22
C 2.060 -2.750 -3.217 -0.89
H 0.835 2.559 -10.203 0.27
H -0.579 1.355 -10.344 0.24
H 0.974 0.866 -9.582 0.29
H 1.617 3.009 -7.834 0.45
H 1.521 1.201 -7.622 0.31
H -0.211 2.977 -6.014 0.73
H 1.391 2.574 -5.462 0.15
H 1.165 0.949 -3.827 -0.93
H 2.138 0.602 -5.267 0.23
H 1.234 -1.617 -5.441 0.38
H -0.141 -1.364 -4.393 -0.06
H 2.973 -2.816 -2.581 0.08
H 2.252 -3.328 -4.116 0.56
H 1.163 -3.269 -2.819 0.10
```

Properties
HOMO energy: -8.965 eV


<2>
The following is a DFT calculation (ωB97M-V with the def2-TZVPD basis set) of a 13-piece molecular cluster, C68H137F15O34 overall.

XYZ file:
```
254
Properties=species:S:1:pos:R:3:mulliken_charge:R:1
C 2.166 0.999 4.746 -0.52
O 1.186 0.725 3.693 1.01
C 1.354 1.372 2.403 -0.35
C 0.954 0.392 1.291 3.57
O -0.438 0.388 1.322 -0.28
C -1.122 -0.308 0.274 -0.55
C -1.278 0.513 -1.045 -0.76
O -0.103 0.579 -1.830 0.89
C 0.074 -0.693 -2.477 0.71
H 1.845 0.546 5.684 -0.40
H 2.241 2.080 4.864 0.41
H 3.177 0.678 4.495 0.01
H 2.421 1.585 2.340 -0.12
H 0.860 2.340 2.487 -0.27
H 1.516 -0.536 1.398 -1.34
H 1.222 0.770 0.305 -1.28
H -2.148 -0.541 0.559 0.50
H -0.713 -1.290 0.036 0.16
H -1.552 1.551 -0.854 -0.03
H -2.106 0.058 -1.589 0.22
H 1.128 -0.875 -2.686 -0.73
H -0.462 -0.679 -3.426 -0.73
H -0.347 -1.615 -2.075 0.13
C -1.579 -3.718 5.671 -0.62
O -2.255 -2.536 5.256 -0.43
C -1.388 -1.417 4.848 -0.04
C -0.822 -0.641 6.031 -0.05
O 0.256 -1.304 6.622 0.17
C 0.673 -0.683 7.824 -1.33
C 2.111 -1.092 8.274 1.05
O 2.017 -2.537 8.284 -0.38
C 3.218 -3.319 8.393 -0.70
H -2.269 -4.542 5.849 0.35
H -1.193 -3.527 6.672 0.22
H -0.846 -4.075 4.947 0.15
H -1.904 -0.676 4.238 0.47
H -0.557 -1.780 4.241 -0.36
H -1.624 -0.344 6.708 0.48
H -0.390 0.241 5.557 -0.24
H 0.042 -1.036 8.640 0.53
H 0.656 0.398 7.686 0.35
H 2.380 -0.696 9.254 0.52
H 2.840 -0.735 7.546 -1.02
H 4.003 -2.877 7.779 0.23
H 3.077 -4.374 8.156 0.26
H 3.575 -3.320 9.423 0.29
C 3.275 4.483 -4.838 -1.15
O 2.901 3.125 -4.761 0.12
C 4.033 2.265 -4.833 -0.74
C 3.477 0.846 -4.847 -0.57
O 4.435 -0.253 -4.784 0.16
C 5.175 -0.348 -5.971 -0.58
C 6.255 -1.436 -5.666 -0.76
O 7.382 -0.788 -5.004 -0.30
C 8.371 -1.641 -4.519 -0.79
H 4.157 4.745 -4.254 0.46
H 2.479 5.077 -4.389 0.23
H 3.410 4.837 -5.860 0.31
H 4.687 2.384 -3.969 0.28
H 4.609 2.539 -5.717 0.53
H 2.892 0.699 -5.754 0.75
H 2.716 0.691 -4.082 -0.20
H 5.689 0.589 -6.186 0.32
H 4.501 -0.563 -6.801 0.35
H 6.459 -2.054 -6.540 0.54
H 5.880 -2.146 -4.929 0.31
H 8.112 -2.416 -3.798 0.30
H 9.089 -0.977 -4.037 0.24
H 8.763 -2.156 -5.396 0.34
C -1.586 5.004 -11.918 -0.74
O -0.822 5.254 -10.726 -0.33
C -0.687 4.126 -9.900 -0.41
C -0.014 4.416 -8.525 -0.58
O -0.477 3.431 -7.529 -0.32
C -0.214 3.795 -6.151 -0.52
C -0.464 2.677 -5.081 0.71
O -1.859 2.290 -4.947 -0.30
C -2.581 2.869 -3.899 -0.28
H -1.209 4.134 -12.455 0.31
H -1.408 5.820 -12.619 0.27
H -2.642 4.826 -11.714 0.30
H -0.168 3.290 -10.368 0.29
H -1.704 3.772 -9.728 0.31
H -0.256 5.431 -8.211 0.38
H 1.075 4.465 -8.531 0.26
H -0.822 4.649 -5.850 0.18
H 0.840 4.069 -6.205 0.11
H -0.045 2.956 -4.114 -0.14
H 0.065 1.769 -5.371 -0.01
H -2.517 3.955 -3.844 0.31
H -2.015 2.507 -3.040 -0.17
H -3.626 2.559 -3.905 0.36
C -0.983 -8.553 -2.410 -0.60
O -2.171 -7.760 -2.144 -0.41
C -1.813 -6.390 -2.040 -0.38
C -1.824 -5.576 -3.388 -0.03
O -0.694 -5.850 -4.151 -0.31
C -0.565 -5.460 -5.529 -0.92
C -0.392 -3.955 -5.759 0.05
O 0.775 -3.302 -5.178 -0.30
C 1.006 -2.036 -5.779 -0.38
H -0.375 -8.696 -1.517 0.24
H -0.288 -8.195 -3.170 0.22
H -1.419 -9.499 -2.730 0.29
H -0.801 -6.346 -1.638 0.27
H -2.498 -5.888 -1.358 0.27
H -1.949 -4.514 -3.181 -0.14
H -2.748 -5.842 -3.902 0.38
H -1.424 -5.809 -6.102 0.44
H 0.169 -6.053 -6.074 0.41
H -1.254 -3.513 -5.258 -0.06
H -0.511 -3.781 -6.828 0.41
H 0.081 -1.460 -5.812 0.17
H 1.305 -2.175 -6.818 0.49
H 1.767 -1.500 -5.211 -0.18
C -9.609 0.432 -0.245 -0.73
O -8.823 -0.060 0.789 -0.41
C -8.372 -1.405 0.634 -0.10
C -7.681 -1.876 1.905 -0.45
O -7.236 -3.164 1.808 -0.07
C -6.550 -3.596 2.999 -1.13
C -5.067 -3.244 2.964 -0.11
O -4.498 -3.551 1.691 -0.02
C -3.151 -3.743 1.649 -0.72
H -9.493 1.511 -0.141 0.28
H -10.650 0.129 -0.141 0.27
H -9.271 0.127 -1.236 0.30
H -7.717 -1.405 -0.237 0.13
H -9.211 -2.053 0.381 0.14
H -8.459 -1.834 2.667 0.34
H -6.929 -1.132 2.169 0.28
H -6.519 -4.685 2.977 0.40
H -7.098 -3.329 3.903 0.35
H -4.562 -3.772 3.773 0.30
H -4.987 -2.191 3.236 0.25
H -2.932 -4.785 1.885 0.36
H -2.696 -2.929 2.214 0.14
H -2.697 -3.638 0.664 0.07
C -10.030 -4.138 -1.782 -0.85
O -8.692 -3.606 -1.748 -0.30
C -7.784 -4.468 -0.964 -1.01
C -6.307 -3.979 -1.013 0.39
O -5.937 -3.695 -2.350 -0.51
C -4.868 -2.867 -2.482 0.29
C -4.268 -2.626 -3.827 -0.96
O -3.189 -1.729 -3.695 0.22
C -3.021 -0.787 -4.717 -0.36
H -10.145 -5.084 -2.311 0.27
H -10.513 -3.319 -2.315 0.32
H -10.579 -4.104 -0.841 0.31
H -7.808 -5.489 -1.346 0.69
H -8.146 -4.576 0.059 0.27
H -5.722 -4.791 -0.582 0.12
H -6.185 -3.137 -0.331 0.06
H -4.046 -3.028 -1.784 0.00
H -5.296 -1.893 -2.244 0.29
H -5.045 -2.167 -4.438 0.44
H -3.893 -3.581 -4.197 0.07
H -2.261 -0.077 -4.388 -0.40
H -3.964 -0.295 -4.956 0.48
H -2.718 -1.211 -5.674 0.27
C -0.799 -6.423 1.173 -1.06
O -0.307 -5.093 1.062 0.27
C 1.006 -4.930 1.642 -1.05
C 1.353 -3.421 1.599 0.80
O 2.579 -3.175 2.222 -0.42
C 2.412 -2.643 3.558 1.03
C 3.810 -2.412 4.304 -0.81
O 4.616 -1.372 3.703 -0.05
C 5.396 -1.643 2.523 -0.82
H -0.235 -7.158 0.598 0.24
H -1.801 -6.440 0.744 0.24
H -0.832 -6.702 2.226 0.44
H 1.650 -5.537 1.005 0.30
H 1.058 -5.325 2.656 0.28
H 0.515 -2.894 2.055 -0.19
H 1.503 -3.144 0.555 0.09
H 1.843 -3.285 4.231 0.19
H 1.919 -1.679 3.440 -0.60
H 4.490 -3.261 4.360 0.67
H 3.646 -2.129 5.344 -0.29
H 5.941 -2.580 2.635 0.48
H 6.143 -0.879 2.307 0.21
H 4.821 -1.660 1.597 0.09
C 3.632 -1.302 -1.168 -0.96
C 4.449 0.017 -1.411 0.57
O 4.837 0.463 -0.124 0.07
C 5.482 1.616 -0.003 0.34
O 5.839 2.305 -0.976 -0.62
C 5.496 2.118 1.472 0.86
F 6.700 1.892 1.995 -0.30
F 5.143 3.415 1.507 -0.18
F 4.711 1.369 2.290 -0.19
H 4.139 -2.213 -0.847 0.52
H 3.178 -1.525 -2.134 0.53
H 2.841 -1.168 -0.431 -0.35
H 3.833 0.805 -1.844 -0.67
H 5.257 -0.161 -2.121 0.36
C 5.999 1.771 5.978 -1.24
C 5.739 0.680 7.060 0.52
O 5.567 1.343 8.268 -0.17
C 5.463 0.728 9.436 0.39
O 5.517 -0.495 9.606 -0.55
C 5.321 1.762 10.610 0.81
F 6.352 1.566 11.514 -0.25
F 5.371 3.027 10.211 -0.23
F 4.122 1.601 11.220 -0.24
H 6.854 2.429 6.137 0.42
H 5.125 2.423 5.970 0.33
H 6.055 1.331 4.983 0.20
H 6.546 -0.052 7.091 0.34
H 4.828 0.110 6.876 -0.33
C 2.529 5.524 2.448 -0.59
C 1.902 6.886 2.579 -0.60
O 1.699 7.421 1.270 -0.13
C 1.261 8.688 1.053 0.30
O 1.132 9.519 1.981 -0.58
C 1.020 9.086 -0.408 0.89
F 1.835 10.000 -0.835 -0.26
F 1.221 8.003 -1.161 -0.21
F -0.212 9.541 -0.488 -0.25
H 1.821 4.848 1.969 -0.30
H 2.699 5.137 3.453 0.45
H 3.447 5.553 1.862 0.51
H 2.664 7.473 3.091 0.44
H 1.069 7.052 3.261 0.37
C 3.079 4.389 -1.325 -0.89
C 2.005 3.272 -1.320 2.04
O 0.905 3.673 -0.547 -0.01
C -0.077 4.387 -1.084 0.69
O 0.009 4.936 -2.191 -0.61
C -1.321 4.539 -0.188 0.45
F -1.070 4.113 1.068 0.01
F -1.593 5.857 -0.090 -0.29
F -2.334 3.922 -0.716 -0.22
H 3.946 4.014 -1.870 0.20
H 3.326 4.575 -0.280 -0.34
H 2.736 5.354 -1.699 0.41
H 2.424 2.374 -0.866 -0.95
H 1.676 3.043 -2.334 -0.67
C -4.155 6.248 4.021 -1.26
C -3.586 5.272 2.999 -0.17
O -2.329 4.892 3.460 0.04
C -2.176 3.961 4.489 0.15
O -3.094 3.361 5.008 -0.56
C -0.654 3.851 4.986 1.05
F 0.135 4.602 4.173 -0.14
F -0.545 4.259 6.209 -0.28
F -0.319 2.563 4.957 -0.45
H -3.463 7.090 3.990 0.30
H -4.247 5.836 5.026 0.31
H -5.144 6.627 3.764 0.39
H -3.440 5.798 2.056 0.17
H -4.182 4.368 2.873 0.37
```

Properties
HOMO energy: -9.260 eV


From most stable to least stable, the computed energies give <1>, <2>.